Record 1
C3H6Cl4P2 | ωB97M-V/def2-TZVPD

Structure (XYZ):
```
15
Properties=species:S:1:pos:R:3:mulliken_charge:R:1
C 0.950 1.399 0.279 -0.73
C 1.306 0.661 -1.010 -0.50
C -0.896 -0.841 0.918 -0.86
P -1.759 -0.049 -0.523 0.48
P 0.860 -0.522 0.281 0.49
Cl -2.992 1.227 0.439 -0.24
Cl -2.915 -1.634 -1.164 -0.23
Cl 0.553 -2.201 -1.189 -0.37
Cl 2.381 -1.176 1.307 -0.20
H 1.872 1.808 0.681 0.31
H 0.201 2.181 0.226 0.26
H 2.256 0.639 -1.385 0.40
H 0.508 0.662 -1.717 0.30
H -1.002 -0.318 1.902 0.41
H -1.323 -1.834 0.955 0.50
```

Computed properties:
F_max in eV/A: 3.28
Gap between HOMO and LUMO in eV: 8.82
Total charge: 0
ΔE to the lowest compared entry with this formula, charge and spin in kcal/mol: 0.0



Record 2
C3H6Cl6O4PV | ωB97M-V/def2-TZVPD

Structure (XYZ):
```
21
Properties=species:S:1:pos:R:3:lowdin_spin:R:1
V 1.059 0.926 -0.563 2.91
P 0.833 3.073 -1.612 0.02
O 0.831 1.836 -2.514 0.02
O -0.058 2.624 -0.476 -0.03
O 0.583 4.562 -1.812 0.00
O 1.756 2.851 -0.456 0.01
C -0.587 -0.561 3.282 0.03
Cl -0.580 0.248 1.702 0.04
Cl 0.909 -1.367 3.670 0.12
H -0.910 0.169 4.024 0.00
H -1.307 -1.379 3.254 0.00
C -2.174 0.368 -2.215 0.01
Cl -3.214 1.081 -0.949 0.00
Cl -1.001 -0.720 -1.430 0.05
H -2.833 -0.266 -2.807 0.00
H -1.655 1.152 -2.767 0.00
C 1.773 -3.037 0.367 0.15
Cl 2.134 -1.388 -0.292 0.27
Cl 0.062 -3.193 0.611 0.26
H 2.090 -3.807 -0.336 0.07
H 2.288 -3.173 1.318 0.07
```

Computed properties:
Multiplicity: 5
F_max in eV/A: 12.88
Gap between HOMO and LUMO (alpha / beta) in eV: 2.59 / 4.02
Total charge: -2



Record 3
C3H6ClCrO3 | ωB97M-V/def2-TZVPD

Structure (XYZ):
```
14
Properties=species:S:1:pos:R:3:lowdin_spin:R:1
Cr 3.467 1.457 4.865 4.13
Cl 1.323 0.397 4.794 -0.13
C -2.046 -0.513 -2.412 0.00
O -1.619 0.027 -1.173 0.00
C -0.347 -0.063 -0.876 0.00
O 0.510 -0.608 -1.512 0.00
O -0.131 0.581 0.275 0.00
C 1.087 0.266 0.906 0.00
H -2.100 -1.606 -2.332 0.00
H -1.379 -0.327 -3.251 0.00
H -3.069 -0.198 -2.585 0.00
H 1.280 -0.802 1.003 0.00
H 1.047 0.728 1.891 0.00
H 1.978 0.661 0.407 0.00
```

Computed properties:
Multiplicity: 5
F_max in eV/A: 2.81
Gap between HOMO and LUMO (alpha / beta) in eV: 4.04 / 5.32
Total charge: +1
ΔE to the lowest compared entry with this formula, charge and spin in kcal/mol: 28.1